Molecular formula: C11H10MoNO3S4
Method: DFT, the ωB97M-V functional and the def2-TZVPD basis

XYZ file:
```
30
Properties=species:S:1:pos:R:3:forces:R:3:nbo_charge:R:1
Mo 1.07271 -1.48366 0.16719 0.29 -0.16 -0.61 0.470
S 0.87185 -3.69135 0.07945 -0.10 0.57 0.13 0.146
S 2.30579 -4.58780 -1.04822 0.15 -0.20 -0.15 0.103
S 3.24802 -3.14909 -2.08923 0.11 -0.15 -0.10 0.056
S 2.90482 -1.37346 -1.05324 -0.45 0.00 0.43 0.097
O -2.23060 -1.15887 -1.96615 -0.05 -0.27 -0.04 -0.472
C -1.55779 -0.28319 -1.53287 0.33 0.50 0.28 0.680
N -0.43622 -0.43365 -0.63791 -0.25 0.08 -0.21 -0.698
C 0.10452 0.80470 -0.37679 0.04 -0.17 0.10 0.673
O 1.12615 0.81455 0.33739 -0.21 0.08 -0.13 -0.588
C -0.66513 1.85687 -1.05091 0.32 -0.07 0.23 -0.177
C -0.52249 3.22916 -1.07542 -0.03 0.15 -0.03 -0.136
C -1.44588 3.94166 -1.83493 -0.04 -0.07 -0.02 -0.182
C -2.46095 3.28528 -2.53230 0.04 0.03 0.03 -0.155
C -2.58833 1.89797 -2.49745 -0.07 0.08 -0.07 -0.183
C -1.66910 1.20331 -1.74573 -0.24 -0.32 -0.15 -0.053
H 0.26942 3.72614 -0.53108 -0.02 -0.01 -0.01 0.241
H -1.37852 5.02015 -1.88795 0.00 -0.02 0.00 0.237
H -3.16340 3.86696 -3.11499 0.02 0.00 0.02 0.237
H -3.37163 1.38516 -3.03992 0.02 0.01 0.01 0.249
C -0.89022 -1.35259 2.69908 0.33 0.11 0.11 -0.256
O 0.50811 -1.44678 3.11588 -0.38 -0.11 -0.05 -0.417
C 1.42029 -1.55508 2.22628 0.24 0.04 0.33 0.403
C 2.78350 -1.62649 2.80553 -0.03 -0.07 -0.14 -0.730
H -1.14235 -0.29853 2.66187 -0.09 0.05 0.02 0.220
H -1.46665 -1.87545 3.45151 -0.03 0.02 0.08 0.237
H -1.03265 -1.82662 1.72929 0.04 -0.10 -0.12 0.196
H 2.76386 -1.72723 3.88869 0.01 -0.01 0.01 0.255
H 3.31309 -0.71441 2.51521 0.00 0.04 0.03 0.277
H 3.32978 -2.44764 2.33768 0.03 -0.03 0.03 0.266
```
Forces are in eV/Å.

Energy relative to the best compared isomer or geometry (same formula, charge and spin): 0.0 kcal/mol
Orbital gap (spin up / spin down): 6.53 / 6.56 eV
Electronic energy: -2366.38598 Ha
LUMO level (spin up / spin down): -5.24 / -5.20 eV
Charge: +1